Here is a structure of composition C18H22BN6OS4Tl from OMol25. Energies are from wB97M-V/def2-TZVPD.

Output
Highest occupied orbital energy   -0.29 eV
Total charge   -2
E_tot   -2893.168940 Eh
Spin multiplicity   1
Energy above the lowest of the compared OMol25 structures with the same formula, charge and spin   0.370 eV

XYZ file:
```
53
C18H22BN6OS4Tl, DFT wB97M-V/def2-TZVPD
Tl 0.50186 -2.17141 -1.22779
S -0.97600 -1.31020 -6.57351
S 0.61018 -1.03572 -4.07534
S -3.32228 -2.44168 -5.32734
S -2.25521 -2.41411 -2.55420
O -3.14780 -1.98179 -7.92529
N 0.84200 1.27370 -0.18510
N 1.56735 -1.11515 1.78524
N -1.25688 -1.19007 0.71917
N -1.22252 0.15373 0.91340
N 1.61701 0.37145 -0.84267
N 1.05848 0.09978 2.08161
C 1.10111 1.80829 3.93986
C 2.28401 1.03948 -1.76813
C -2.52121 -1.56182 0.82994
C 1.95891 2.40712 -1.71194
C -2.92201 -2.99566 0.68668
C 1.04811 2.51477 -0.68408
C -3.33459 -0.44951 1.10643
C -2.78816 2.06692 1.35847
C 2.30618 -1.47982 2.81326
C -2.59977 -1.91878 -6.83491
C -1.97139 -2.07630 -4.23128
C -0.87240 -1.54663 -4.81376
C 1.47880 0.50612 3.30591
C 3.02407 -2.79212 2.81226
C 3.23165 0.34422 -2.69041
C -2.46748 0.62070 1.16349
C 0.31876 3.73173 -0.21473
C 2.28810 -0.48497 3.81679
B 0.11744 0.90742 1.13790
H 2.31713 3.20132 -2.34983
H 4.10455 -2.65113 2.89998
H 2.79431 -0.49430 4.77075
H 0.02107 1.89421 4.07448
H 2.81599 -3.31668 1.87995
H 2.69935 -3.42004 3.64608
H 2.81879 0.29089 -3.69966
H 4.18812 0.87122 -2.72659
H 1.42268 2.65958 3.33658
H 0.33717 3.82514 0.87184
H -2.47180 -3.59906 1.47872
H -2.68813 2.61275 0.41746
H 3.39784 -0.67543 -2.34277
H -0.12432 1.92724 1.72361
H -2.12598 2.53871 2.08568
H -3.81921 2.16923 1.69922
H -4.40815 -0.42556 1.21964
H 0.77289 4.62019 -0.65517
H 1.57804 1.87886 4.91884
H -0.72817 3.69860 -0.52495
H -2.59205 -3.39246 -0.27514
H -4.00646 -3.09294 0.74136
```

Here is a structure of composition C57H74F10N2O29S in a non-equilibrium geometry from OMol25. Energies are from wB97M-V/def2-TZVPD.

Output
Highest occupied orbital energy   -9.19 eV
E_tot   -5904.477895 Eh
Spin multiplicity   1

XYZ file:
```
173
C57H74F10N2O29S, DFT wB97M-V/def2-TZVPD
S 1.89989 -2.36819 2.53243
F 9.88534 -1.59780 3.99928
F 4.40955 1.13525 7.10146
F -0.85652 6.33073 -6.10707
F 7.24559 4.19576 8.91193
F 5.45932 -6.25915 4.72889
F 3.93664 1.08240 -2.08264
F -9.20000 -4.53014 2.95478
F 3.43739 5.34844 3.05361
F 1.29971 -3.28218 -6.76311
F 11.16393 1.67575 10.22560
O 3.26082 4.40900 6.98293
O 7.95352 -2.75190 4.13114
O 6.73935 -1.28421 5.33091
O 0.43711 1.54295 -0.47520
O -2.92958 -2.05301 -6.29931
O 3.02835 -0.56504 6.56901
O 11.07215 1.05541 6.85306
O 2.38680 7.99927 -0.33693
O -0.69496 -2.37915 -6.24349
O 1.10539 -1.61285 6.00420
O 2.82632 6.98700 1.63428
O 6.89681 -6.77293 3.07194
O -2.04942 -3.98236 -7.06633
O -9.48092 -5.26915 -0.38631
O 1.23595 1.84103 0.61135
O 2.44821 5.74849 -0.21026
O 9.74434 1.84504 8.48607
O -4.92239 4.92619 -5.05503
O 1.32239 0.60701 5.68054
O -10.65821 -4.27775 1.25910
O -11.40751 -4.20150 -0.87002
O 7.64286 -7.05555 0.95765
O -3.93935 6.92742 -4.71637
O 5.83949 -5.75734 1.35680
O 5.89500 -3.31816 4.88684
O 5.27993 3.91831 6.10953
O 9.06047 1.92996 6.33648
O 5.07006 4.24741 8.32696
O -2.85853 5.32832 -5.87970
N 1.96163 -0.76931 2.01136
N 2.71634 -3.13702 1.32965
C 6.06185 -5.76388 3.62048
C 2.45726 -0.22092 -4.32696
C 1.75285 -0.61904 6.07879
C -2.62574 7.41260 -4.98144
C -4.24872 2.53783 -3.23001
C -0.91274 1.25407 -4.31094
C -7.56116 1.77851 -1.66693
C -9.23735 -0.21314 -1.28721
C 5.06940 -5.51192 2.53258
C -1.80543 2.57288 -4.24467
C 2.56605 5.66426 2.06351
C 2.66286 -5.92166 -0.32216
C -4.98209 1.52952 -2.24982
C 4.42551 4.21326 7.12510
C 3.29692 -5.04646 -0.87272
C -8.70211 -5.36036 0.80376
C 4.32796 -3.95528 -1.24468
C -9.73308 -5.15154 1.87513
C 3.86143 -2.51139 -0.90045
C -11.72245 -1.06863 -1.14573
C 10.73894 1.04822 9.10641
C 8.53901 -1.47263 3.94840
C 0.05782 -3.57355 -6.30204
C 2.32805 1.54618 6.05796
C 6.86649 -6.57858 1.72145
C 2.82986 4.85198 0.82976
C 2.63971 -0.88763 0.84002
C -6.06364 2.19338 -1.30671
C 6.77956 -2.52927 4.79398
C 2.69760 -1.71797 -4.72869
C -10.59365 -4.54753 -0.07800
C -0.70753 -4.40791 -7.28808
C 9.88423 1.63919 7.14897
C 4.85470 -1.51773 -3.15259
C 11.82040 0.99645 8.06735
C 3.67876 -0.04354 -1.31548
C -12.58859 -1.05284 -2.47290
C 2.61451 1.68555 0.28501
C 8.01884 -0.69626 5.12330
C 3.11311 -2.24663 0.36935
C -14.26853 -2.47364 -3.92818
C 3.55047 0.67910 6.14891
C 0.63437 1.59154 -4.43217
C 4.13526 -1.41696 -1.77767
C 1.42647 0.51722 -5.30638
C 2.54081 7.00897 0.29852
C 6.31765 3.61162 8.11477
C -2.68890 2.69431 -2.94266
C -3.99783 5.65527 -5.20018
C 6.59350 3.88917 6.66744
C -1.98620 -2.73681 -6.51754
C -12.97557 -2.49838 -3.02816
C 2.99781 0.21225 -0.09252
C -2.19426 6.54982 -6.13212
C -10.74590 0.17809 -1.00869
C 4.08055 -2.34119 -4.24873
C -8.20981 0.79884 -0.61187
H 2.23785 3.94184 0.79846
H -11.10244 -2.00295 -1.11139
H 3.37435 0.41032 -4.32340
H -8.21170 -6.33004 0.87831
H 1.92793 -0.23801 -3.33324
H -12.01252 -0.55107 -3.29559
H -4.78292 3.52004 -3.15618
H -4.44138 2.17317 -4.27748
H -7.39062 0.16021 -0.17607
H -7.93888 -4.57882 0.79974
H 3.88989 -3.40752 -3.98065
H -2.48585 6.92939 -7.11458
H 6.23529 2.55110 8.36314
H -5.99958 3.30656 -1.23911
H -0.42540 -4.19705 -8.32217
H 0.13031 -4.01072 -5.30278
H -7.66190 1.36079 -2.69791
H -1.15170 0.68026 -3.37297
H -14.46509 -3.51570 -4.30998
H -9.08629 -0.26255 -2.40191
H -2.57738 3.73416 -2.51671
H 4.74802 -2.36929 -5.15731
H -14.11866 -1.84467 -4.84926
H -2.39487 1.99533 -2.11735
H -2.64253 8.47155 -5.23577
H 4.22522 -6.20450 2.56429
H 0.68050 -0.26247 -5.59169
H 3.88580 4.59207 0.71543
H 6.65885 -4.89972 3.88232
H -10.24533 -6.06338 2.19205
H 1.01990 1.66197 -3.38196
H 7.19896 3.11571 6.20365
H 3.27995 2.01364 1.13134
H 7.93044 0.36807 4.91763
H -1.19262 3.50547 -4.38244
H 12.49435 1.85402 8.12068
H 0.87594 1.80667 -1.31098
H 2.69212 -1.75204 -5.85250
H 7.07622 4.85659 6.50951
H 12.40995 0.08264 8.12199
H 2.83340 2.40683 -0.55513
H 1.54233 5.59476 2.43889
H 4.57431 -4.11708 -2.31755
H 5.28699 -4.12810 -0.67723
H 0.74069 2.62494 -4.86842
H 2.42842 2.33515 5.31434
H 8.62836 -0.83077 6.01935
H -4.21533 1.03454 -1.59521
H -15.18342 -2.12259 -3.38978
H 10.31755 0.07469 9.36872
H -12.42611 -1.12780 -0.27568
H 1.87665 -2.41227 -4.40865
H -0.59932 -5.47620 -7.10515
H -13.53462 -0.49556 -2.25671
H 4.08480 0.55149 5.20422
H 2.23249 -6.77124 0.23169
H 4.68721 -4.49261 2.54837
H -8.17383 2.72627 -1.63868
H -5.88760 1.80205 -0.26372
H 5.13975 -0.50159 -3.52847
H 8.24415 -1.07085 2.97602
H -12.13618 -2.92307 -3.64194
H -2.51251 2.55498 -5.11950
H -10.86040 0.55209 0.04411
H 2.06288 1.99838 7.01582
H -11.11431 1.00353 -1.67696
H -13.16952 -3.23318 -2.20958
H -1.25667 0.67397 -5.20636
H -9.11458 -1.24457 -0.85119
H -5.52066 0.76226 -2.86797
H -8.72527 1.34244 0.22440
H 5.83279 -2.05104 -2.96580
H -2.00075 7.27262 -4.09638
H 1.94156 1.00315 -6.16887
```

Here is a structure of composition C16H20NO8P3PtS3Sb from OMol25. Energies are from wB97M-V/def2-TZVPD.

Output
Highest occupied orbital energy (spin up / spin down)   -7.52 / -8.65 eV
E_tot   -3856.719439 Eh
Spin multiplicity   6
Energy above the lowest of the compared OMol25 structures with the same formula, charge and spin   0.361 eV

XYZ file:
```
53
C16H20NO8P3PtS3Sb, DFT wB97M-V/def2-TZVPD
Pt 1.15260 1.34493 0.58404
Sb 3.98429 2.94379 0.84524
S 5.33955 1.90891 -0.77612
S 3.14127 1.15667 2.14173
S 1.90969 3.26556 -0.47900
P 1.94333 -0.84734 -1.41327
P 1.19146 -2.12240 1.33348
P -1.28101 0.88701 0.55394
O 0.47280 -0.65519 -1.51732
O -0.73211 1.95277 4.24940
O 0.28361 -3.27098 1.17127
O 2.48398 -1.48578 -2.78897
O 0.64322 -0.73676 1.59731
O 2.33408 -2.40922 2.47032
O 2.83068 0.32350 -1.03929
O 0.36219 2.40613 2.35680
N 3.75779 -1.64939 0.41641
C -2.98339 -2.77249 0.85019
C 2.52634 -3.52579 -0.65870
C 2.39869 -2.10502 -0.11109
C -1.80329 3.54286 0.05429
C -1.58768 2.19947 -1.92890
C -2.13101 -0.63822 0.10427
C -1.95649 4.67355 -0.73033
C -2.53511 -0.95438 -1.19426
C -3.41451 -3.05832 -0.43270
C -2.34256 -1.57392 1.11756
C -1.94091 4.57210 -2.11491
C -1.74451 3.33466 -2.70941
C -3.18437 -2.14715 -1.45513
C -1.65703 2.28147 -0.53659
C -1.78357 1.32238 2.22810
C -0.62754 1.90719 3.04374
H 1.55067 -3.86495 -0.99792
H -1.76393 3.65425 1.12791
H -3.91185 -3.99662 -0.64234
H -1.35425 1.26740 -2.41761
H -1.96938 -1.40181 2.11619
H -2.05740 5.45727 -2.72659
H -3.50225 -2.36792 -2.46568
H 1.97690 -2.38268 3.36397
H 3.88418 -0.65297 0.17030
H -2.20452 0.47091 2.75067
H -3.11685 -3.48981 1.64815
H 3.22718 -3.55829 -1.49437
H 1.74895 -1.73077 -3.35896
H 3.77845 -1.72573 1.43947
H -2.34684 -0.28578 -2.01412
H -2.07813 5.63730 -0.25346
H -2.56887 2.07748 2.16791
H 4.50607 -2.21150 0.01520
H -1.69277 3.24902 -3.78683
H 2.84414 -4.21542 0.12604
```

Here is a cluster of 6 separate species, C20H30FO15 in total in a non-equilibrium geometry from OMol25. Energies are from wB97M-V/def2-TZVPD.

Output
Highest occupied orbital energy   -7.13 eV
Total charge   -1
E_tot   -2008.468591 Eh
Spin multiplicity   1
Energy above the lowest of the compared OMol25 structures with the same formula, charge and spin   8.135 eV

XYZ file:
```
66
C20H30FO15, DFT wB97M-V/def2-TZVPD
F -37.18147 15.30681 -12.32425
O -35.88876 19.23339 -13.44776
O -35.89008 19.59368 -11.41555
O -35.22502 11.61118 -14.36377
O -36.95491 21.04608 -12.75161
O -32.09567 14.21658 -7.78568
O -41.00459 17.45783 -13.83104
O -40.83199 20.42794 -10.46516
O -33.92865 12.94914 -15.32771
O -33.01541 14.86621 -9.80759
O -33.95919 13.14224 -8.67024
O -41.27599 21.19195 -8.43426
O -39.80213 19.55734 -8.78876
O -41.27380 19.70485 -14.16522
O -33.67245 10.77802 -15.87082
O -39.32492 18.61488 -14.59481
C -32.90671 14.07031 -8.64668
C -36.24654 13.38160 -9.33288
C -33.70454 18.43013 -13.31785
C -39.00258 17.38706 -9.82068
C -34.25471 11.74095 -15.27913
C -40.25207 15.48868 -15.11297
C -40.62916 18.63688 -14.27290
C -40.03833 16.46745 -13.92692
C -39.90171 19.51913 -11.03880
C -38.78384 17.24304 -14.23181
C -34.24888 14.63484 -10.48858
C -40.64714 20.42685 -9.17570
C -36.28384 20.02951 -12.55541
C -34.92996 13.82192 -14.74723
C -35.66360 12.82973 -13.85734
C -35.48736 18.22043 -11.48403
C -35.79199 14.60457 -15.71664
C -34.76313 13.38682 -9.77453
C -39.09056 19.01576 -9.86523
C -35.10445 18.14073 -12.95314
H -38.48867 16.98579 -8.80410
H -36.75874 12.84558 -13.75492
H -35.34009 13.13007 -12.95711
H -35.53164 17.07250 -13.40890
H -39.43306 14.55417 -15.12894
H -36.40330 15.30307 -15.18579
H -40.56760 18.64285 -11.41360
H -37.99989 19.26183 -9.83367
H -34.55320 17.98766 -10.74020
H -36.51378 14.13947 -16.08981
H -33.45487 19.44968 -12.96540
H -35.22287 15.01904 -16.61669
H -36.88291 13.57802 -10.22871
H -34.41316 14.39745 -14.15004
H -40.72608 15.94721 -15.99801
H -40.03364 16.81937 -9.62424
H -36.43675 14.16393 -8.46815
H -38.50308 16.90179 -10.68599
H -40.12261 16.10099 -12.96212
H -38.23912 17.35968 -13.26031
H -40.91843 14.64689 -15.02252
H -33.48544 18.33370 -14.37273
H -36.40931 12.23800 -9.00005
H -34.71920 12.52117 -10.43562
H -33.03982 17.72366 -13.11610
H -33.92644 14.63966 -11.66133
H -38.21779 16.86149 -15.13207
H -36.25354 17.63290 -11.34063
H -39.23192 19.91305 -11.83337
H -35.00045 15.41142 -10.21127
```

Here is a structure of composition C6H32F18LiN3O28S6 in a non-equilibrium geometry from OMol25. Energies are from wB97M-V/def2-TZVPD.

Output
Highest occupied orbital energy   -4.66 eV
Total charge   -2
E_tot   -6713.147995 Eh
Spin multiplicity   1

XYZ file:
```
94
C6H32F18LiN3O28S6, DFT wB97M-V/def2-TZVPD
S -1.55620 -2.70433 -1.61171
S -0.34656 -0.40882 -0.87118
S -0.88097 4.88587 4.07312
S 2.20170 3.80459 -0.99390
S 3.45661 2.82596 -3.08426
S -1.31349 2.28829 4.72388
F 1.54374 5.79527 4.44610
F 2.03530 6.47810 -1.01059
F 3.10422 5.15603 -4.55596
F -2.63146 -2.54774 0.92738
F 2.87104 5.52633 0.85902
F -3.84288 1.99965 3.64325
F 1.79787 0.30932 0.48257
F -3.96425 -2.76589 -0.72525
F 0.05364 1.47094 1.11483
F 0.31130 -0.64240 1.81183
F 1.23597 3.92083 5.31261
F 0.79366 5.50081 0.53553
F -2.68419 -4.56330 -0.09117
F -2.15780 1.96631 2.17590
F 3.12770 3.35019 -5.75185
F 1.33074 3.90293 -4.53580
F -2.59362 0.18566 3.56220
F 0.38078 5.56169 6.33758
O 0.72328 -6.37350 -3.43710
O -1.04614 -3.88847 -2.29565
O -1.50368 1.49303 5.93669
O -0.52664 4.36349 2.73694
O 1.63505 -2.76289 -2.56284
O 1.01620 3.65902 -1.76392
O -6.10592 -0.37450 -1.01564
O 2.32765 -2.85458 1.25213
O 2.31695 2.90820 0.16725
O 0.98211 -4.81351 -0.53385
O 3.43440 -1.01802 2.75756
O 2.56855 1.66174 -2.85115
O -1.73045 0.10088 -0.75371
O 5.12473 -0.91383 0.50943
O 2.29012 1.50124 2.84550
O -4.69859 -3.28761 -4.19219
O 4.83903 2.50586 -3.39199
O -2.78421 -2.96427 4.11813
O -1.55538 -0.96402 -5.47277
O -0.01091 2.10790 4.05421
O -1.46872 6.23669 3.98307
O -0.35864 -3.69108 2.56275
O -2.24014 -1.75730 -2.50538
O 0.43770 0.01905 -2.01361
O 3.62637 -0.91780 -2.12551
O -5.01647 -0.73493 1.64455
O -4.00639 1.09271 -1.95325
O 1.63663 -0.42893 -4.68249
N 3.55427 4.06477 -1.75992
N -0.27851 -1.93072 -0.60189
N -1.82647 3.90727 4.90610
C -2.79792 -3.24756 -0.23777
C 0.65447 5.09129 5.17549
C -2.60226 1.56563 3.41407
C 2.70273 3.85677 -4.63312
C 0.54892 0.23280 0.74035
C 1.94620 5.48972 -0.09817
Li 0.41915 -3.29196 0.74903
H 5.78798 -0.94113 1.19907
H 1.41561 0.10024 -3.91610
H 1.54834 1.67857 3.42392
H 3.05432 -3.08000 0.67129
H 2.08881 1.98218 2.04275
H 0.07163 -6.36415 -2.73603
H -4.66879 -0.66650 0.75535
H 1.83903 -5.21167 -0.38090
H 1.22968 -3.62842 -2.61544
H -4.96023 0.15468 1.99335
H -5.79899 -1.01932 -1.65299
H 3.59726 -1.38136 3.62802
H -2.92809 -2.06134 3.83485
H 2.29077 -1.05098 -4.36407
H 2.83751 -0.28563 2.91105
H -4.07270 2.04577 -2.01250
H -3.86396 -3.75159 -4.25796
H 3.38161 -0.00295 -2.26472
H 0.46392 -5.50801 -0.94052
H 2.82070 -1.40894 -2.28648
H -5.34560 0.18418 -0.85429
H -0.62289 -0.86241 -5.66341
H 1.41343 -2.44693 -1.68689
H 1.13663 -7.23416 -3.36906
H -0.24197 -3.43847 3.47862
H -3.56437 -3.18311 4.62774
H -1.23454 -4.07571 2.52960
H -1.59936 -1.03149 -4.51895
H 4.29391 -0.83643 0.97845
H 2.65935 -2.12901 1.78103
H -3.06765 0.92172 -1.87731
H -4.46123 -2.40655 -3.90295
```

Here is a cluster of 2 separate species, CH4NO3P in total in a non-equilibrium geometry from OMol25. Energies are from wB97M-V/def2-TZVPD.

Output
Highest occupied orbital energy (spin up / spin down)   -9.44 / -9.28 eV
E_tot   -662.155288 Eh
Spin multiplicity   1
Energy above the lowest of the compared OMol25 structures with the same formula, charge and spin   6.655 eV

XYZ file:
```
10
CH4NO3P, DFT wB97M-V/def2-TZVPD
P -1.16993 0.56876 0.42686
O -1.38803 0.93718 -1.08623
O 1.97372 -0.80556 -0.40597
O -1.48955 -2.07073 0.07176
N 1.19162 0.10556 -0.57813
C 0.70186 0.79454 0.57061
H 1.09960 0.47306 1.53793
H -0.73658 0.63075 -1.73315
H 0.82844 1.87297 0.41943
H -1.01115 -2.50653 0.77689
```